No. 1
Formula: C34H55BrO25P
Source: OMol25
Level of theory: ωB97M-V with the def2-TZVPD basis set

Geometry as XYZ:
```
116
Properties=species:S:1:pos:R:3:forces:R:3:lowdin_charge:R:1
O 0.07665 -2.39607 1.06781 -0.7 8.9 -1.0 -0.1851
C -0.09142 -1.06131 0.86714 -1.3 -7.6 -1.4 -0.6636
Br 1.21438 0.13563 1.81703 -0.8 -0.2 -0.2 0.6146
C -1.29535 -0.50460 -0.14666 3.9 0.4 -0.9 -0.3688
P -2.99161 -1.01341 0.62249 -1.8 -0.7 0.8 0.2351
H -1.08678 -1.04059 -1.19265 -0.4 0.9 2.4 0.0723
H -1.23035 0.64707 -0.34906 0.1 -2.1 0.7 0.0802
H -2.47089 -0.57062 1.90322 0.4 0.1 0.3 -0.0597
H -2.51876 -2.36371 0.79441 0.7 -0.4 0.2 -0.0714
H -3.51273 -1.41283 -0.68159 0.0 -0.2 -0.4 -0.0857
H -3.58265 0.28616 0.38097 0.3 0.7 0.0 -0.0730
H -4.20576 -1.40752 1.30345 -0.2 -0.1 -0.3 -0.1030
C 0.41032 2.53135 -3.83731 -0.1 0.0 0.6 -0.0002
C 0.18722 1.03233 -3.82208 0.7 1.2 -0.2 -0.3320
C -0.07211 0.45277 -5.18014 0.7 0.1 -0.8 -0.1183
O -0.87543 -0.67631 -4.88893 -0.7 -0.3 0.6 0.0489
C -1.51988 -0.40414 -3.71404 -1.5 -0.7 1.2 -0.5318
O -2.43610 -1.06550 -3.26180 1.8 1.2 -1.3 0.1067
O -0.99985 0.70937 -3.11587 -0.7 -1.2 -0.6 0.0757
H -0.50125 3.06440 -4.12570 0.1 -0.2 -0.1 0.1006
H 0.67166 2.88307 -2.83341 -0.1 -0.1 -0.4 0.0573
H 1.21738 2.80823 -4.52229 -0.1 -0.1 0.1 0.0987
H 1.02647 0.52933 -3.32627 -0.1 -0.1 -0.1 0.1610
H 0.85086 0.14894 -5.68282 -0.2 -0.1 0.1 0.1411
H -0.63412 1.12089 -5.84222 0.2 0.0 0.3 0.1225
C -5.82836 0.53374 -7.45537 -0.2 0.1 -0.5 -0.0223
C -4.35863 0.83869 -7.24576 -1.1 -0.8 -0.1 -0.3456
C -3.95858 0.88895 -5.80182 -0.2 -0.9 0.7 -0.0992
O -2.86800 1.79198 -5.81183 0.1 0.9 -0.8 0.0415
C -3.05299 2.61534 -6.88776 1.1 1.9 -0.3 -0.5028
O -2.41599 3.63156 -7.09495 -1.3 -2.1 0.4 0.1341
O -4.04855 2.14674 -7.69857 0.9 0.7 0.5 0.0853
H -6.45841 1.35014 -7.08824 0.2 -0.1 0.1 0.0926
H -6.04280 0.43236 -8.52475 0.0 -0.1 0.2 0.0840
H -6.11923 -0.39446 -6.95432 0.1 0.1 0.0 0.0934
H -3.74025 0.12789 -7.80749 0.0 0.1 0.1 0.1623
H -3.64467 -0.08927 -5.42578 0.1 0.3 0.1 0.1352
H -4.73839 1.28907 -5.14424 0.0 0.0 -0.2 0.1528
C 3.91899 -2.27944 1.17882 0.0 0.2 -0.4 -0.0312
C 5.38873 -1.97448 1.38844 -1.3 -1.1 -0.2 -0.3491
C 5.78877 -1.92423 2.83237 -0.2 -0.8 0.6 -0.1124
O 6.87935 -1.02119 2.82237 0.3 1.0 -0.7 0.0587
C 6.69436 -0.19783 1.74643 0.7 1.4 -0.6 -0.4874
O 7.33136 0.81838 1.53924 -1.5 -2.0 0.4 0.1061
O 5.69880 -0.66643 0.93562 1.2 0.9 0.7 0.0882
H 3.28894 -1.46304 1.54596 0.2 -0.2 0.1 -0.0036
H 3.70455 -2.38081 0.10944 0.0 -0.1 0.2 0.0934
H 3.62812 -3.20764 1.67988 0.1 0.1 -0.1 0.0990
H 6.00710 -2.68528 0.82670 0.1 0.1 0.1 0.1583
H 6.10268 -2.90244 3.20841 0.1 0.3 0.0 0.1425
H 5.00896 -1.52411 3.48995 -0.1 0.0 -0.2 0.1464
C 5.21309 3.63888 -0.29075 0.2 0.4 -0.2 -0.0167
C 3.79640 4.09368 -0.00228 1.3 -0.4 0.3 -0.3500
C 2.87221 2.97255 0.36709 0.1 -0.6 0.7 -0.1559
O 1.61262 3.45058 -0.06864 -0.1 0.8 -1.0 0.0596
C 1.85935 4.32546 -1.09015 -1.5 0.8 -1.0 -0.5095
O 1.00570 4.77962 -1.82933 1.8 -0.7 1.6 0.1195
O 3.19130 4.62107 -1.17185 -1.2 0.0 -0.2 0.0845
H 5.25474 3.02225 -1.19424 -0.2 0.0 0.2 0.0942
H 5.85619 4.50596 -0.47628 -0.1 -0.1 0.1 0.0850
H 5.62926 3.07208 0.54756 -0.1 0.1 -0.1 0.0825
H 3.79900 4.87865 0.76387 -0.1 -0.1 0.0 0.1601
H 2.86062 2.78470 1.44479 -0.2 0.0 -0.2 0.1198
H 3.09024 2.03420 -0.15499 0.1 0.1 0.0 0.1309
C 9.61899 1.87350 2.67790 0.2 0.2 -0.5 -0.0353
C 11.08873 2.17846 2.88752 -1.3 -0.8 -0.1 -0.3481
C 11.48877 2.22871 4.33145 0.0 -0.7 0.5 -0.1209
O 12.57935 3.13175 4.32145 0.2 0.8 -0.6 0.0580
C 12.39436 3.95511 3.24551 1.1 1.9 -0.5 -0.5094
O 13.03136 4.97132 3.03832 -1.3 -2.1 0.5 0.1293
O 11.39880 3.48651 2.43470 1.0 0.7 0.6 0.0874
H 8.98894 2.68990 3.04504 0.2 -0.1 0.1 0.0994
H 9.40455 1.77213 1.60852 0.1 -0.1 0.4 0.0777
H 9.32812 0.94530 3.17896 0.1 0.1 -0.1 0.0884
H 11.70710 1.46766 2.32578 0.0 0.1 0.1 0.1605
H 11.80268 1.25050 4.70750 0.1 0.2 0.0 0.1411
H 10.70896 2.62883 4.98903 -0.1 0.0 -0.2 0.1418
C -5.88991 -3.30120 4.26866 -0.1 -0.1 -0.5 -0.0167
C -4.65328 -2.71608 4.92092 -0.9 -0.9 -0.5 -0.3348
C -4.93513 -2.01621 6.21639 -0.2 -0.3 0.7 -0.1237
O -3.90929 -1.04189 6.27385 0.3 0.4 -0.3 0.0511
C -3.55413 -0.77249 4.98116 1.6 1.7 -1.5 -0.5071
O -2.84041 0.15309 4.64159 -1.6 -1.9 1.1 0.1300
O -4.10775 -1.67922 4.12123 0.6 0.9 0.9 0.0772
H -6.57483 -2.51302 3.94016 0.3 -0.3 0.2 0.0563
H -5.61128 -3.86466 3.37161 0.0 0.1 0.2 0.0972
H -6.42030 -3.97393 4.94936 0.2 0.0 0.1 0.0863
H -3.88686 -3.49113 5.04365 0.0 0.1 0.1 0.1601
H -4.87168 -2.69272 7.07380 0.1 0.2 0.0 0.1366
H -5.90441 -1.50567 6.23736 0.0 -0.1 -0.2 0.1274
C -7.25028 3.14815 3.99868 0.2 0.3 -0.4 -0.0220
C -7.72408 1.76448 3.60115 0.1 1.2 0.3 -0.3528
C -7.72071 0.78301 4.73437 -0.5 0.0 0.8 -0.1202
O -7.51661 -0.45343 4.07519 0.2 0.0 -0.4 0.0301
C -6.84627 -0.17221 2.91704 1.6 -1.8 -2.3 -0.4931
O -6.33518 -1.00938 2.19639 -1.8 2.1 1.8 0.1282
O -6.82511 1.17315 2.67683 -0.1 -1.0 0.2 0.0996
H -6.18997 3.14064 4.27060 -0.2 -0.2 0.1 0.0969
H -7.34941 3.83719 3.15297 0.0 -0.1 0.2 0.0867
H -7.83096 3.54362 4.83751 0.0 -0.1 -0.1 0.0864
H -8.71116 1.82378 3.12645 0.0 -0.1 0.1 0.1580
H -8.66981 0.77687 5.27846 0.1 -0.2 -0.1 0.1395
H -6.90329 0.93880 5.44722 0.0 0.2 -0.1 0.1394
C -1.65246 -4.61089 -1.70673 0.3 -0.2 0.3 -0.0093
C -1.00963 -4.89439 -3.04965 -0.6 1.0 1.3 -0.3471
C -1.93317 -4.68163 -4.21125 -0.4 1.0 -0.1 -0.1128
O -1.43256 -5.58764 -5.17742 0.6 -1.1 0.1 0.0557
C -0.81589 -6.59364 -4.48644 0.6 -1.6 -0.6 -0.5147
O -0.44135 -7.64044 -4.98174 -0.7 1.9 0.9 0.1165
O -0.67718 -6.26847 -3.16615 0.1 -0.8 -1.4 0.0826
H -2.44307 -5.33494 -1.48548 0.0 0.1 -0.2 0.0927
H -0.91045 -4.70670 -0.90669 -0.1 0.2 -0.1 0.0870
H -2.07279 -3.60133 -1.67015 0.1 0.0 0.0 0.0796
H -0.08784 -4.31007 -3.15944 -0.1 0.0 -0.1 0.1610
H -1.89280 -3.65557 -4.58865 0.0 -0.2 0.0 0.1314
H -2.97587 -4.94040 -3.99581 0.1 0.0 0.2 0.1444
```
Forces are in eV/Å.

**Charge**: -1
**Relative energy (zero: lowest compared OMol25 entry of this formula, charge and spin)**: 310.91 kJ/mol
**Molar mass**: 974.7 g/mol
**Orbital gap**: 5.1 eV

***

No. 2
Formula: C34H55ClIN2O12S
Source: OMol25
Level of theory: ωB97M-V with the def2-TZVPD basis set

Geometry as XYZ:
```
106
Properties=species:S:1:pos:R:3:forces:R:3:lowdin_charge:R:1
C -5.14266 1.79639 4.16944 -0.7 0.4 -0.1 -0.1095
C -5.52561 2.45731 2.75339 -0.7 1.1 0.3 -0.2794
C -4.34729 3.37006 2.11508 0.4 -2.3 0.9 -0.5972
I -4.97049 5.35394 1.49412 0.2 -0.7 0.2 0.9076
C -3.46322 2.56521 1.00066 0.1 2.2 1.4 -0.4488
O -2.32732 3.46025 0.75133 -0.2 -2.6 1.1 -0.2505
C -1.23102 3.20874 1.65653 2.3 1.1 0.4 -0.1379
C -0.09189 4.34744 1.37003 0.0 -1.0 -0.1 -0.2791
C 0.98666 3.67875 0.39189 0.4 0.7 -0.5 -0.0730
C -0.70056 5.73118 0.84418 0.8 0.5 -0.1 -0.1453
C 0.45890 6.81322 0.44332 -0.6 0.3 -0.3 -0.3616
C 0.89344 6.64111 -1.11871 0.2 -1.0 0.4 -0.0984
C 1.70799 6.81525 1.45076 0.3 0.7 -0.6 -0.0973
O -3.09403 1.33856 1.65416 -0.5 0.5 -2.5 -0.1065
C -2.60456 0.30975 0.76874 1.9 -1.4 0.2 -0.5119
S -3.67045 -1.20995 1.10121 -0.2 0.2 0.0 0.7936
C -2.51752 0.69720 -0.77963 1.9 -0.8 0.8 -0.2075
C -2.06958 -0.49192 -1.75862 -1.1 0.4 -0.9 -0.1517
O -0.66065 -0.76367 -1.76950 -1.4 -1.2 1.6 -0.0825
C -0.28758 -1.73881 -0.79357 2.7 -2.6 3.8 -0.1621
C -0.95845 -3.10654 -0.54979 1.3 0.7 0.6 -0.0182
C -0.52230 -4.16638 0.49013 1.6 3.1 -0.5 -0.2062
C -1.36268 -5.53181 0.56170 0.0 1.5 -0.4 -0.0741
C 0.69555 -3.82548 1.38263 -1.4 2.4 -3.0 0.0113
C 1.43306 -2.45821 1.15457 -2.9 -1.5 -1.4 0.0116
C 0.96534 -1.40717 0.09621 -1.3 -2.2 0.8 -0.0816
C 1.82590 -0.06917 -0.03536 1.3 -0.7 -0.4 -0.3400
C 3.03917 -0.38175 -1.09025 0.4 -0.2 0.5 -0.0783
C 2.58223 0.33411 1.34962 0.1 -0.3 -0.4 -0.1116
N -3.88864 1.15282 -1.17944 0.7 -0.2 -0.1 0.0792
C -4.20474 2.41073 -0.42312 -1.9 2.1 -0.7 -0.6093
N -5.67714 2.54739 -0.40215 0.8 -0.3 -0.5 0.0520
Cl -3.59193 3.79524 -1.52568 -0.1 -1.1 0.2 0.7082
H -5.65055 0.76329 4.19928 1.1 1.6 0.2 0.0859
H -5.60348 2.46774 4.98904 0.8 -1.3 -1.2 0.0871
H -4.02018 1.74797 4.36322 -1.5 -0.2 -0.4 0.0748
H -5.95131 1.68944 2.02494 0.9 1.1 0.9 0.0945
H -6.39199 3.19326 2.96675 1.3 -1.3 -0.5 0.0885
H -3.60552 3.53119 2.98729 -1.1 0.0 -1.7 0.0940
H -1.47702 3.28726 2.76687 -0.3 -0.2 -1.5 0.1368
H -0.68761 2.20432 1.47471 -1.2 1.3 0.2 0.1250
H 0.42875 4.49846 2.38699 -0.8 -0.1 -1.6 0.1344
H 1.27256 2.62264 0.70898 -0.6 1.4 -0.3 0.0353
H 1.97441 4.27788 0.35781 -1.7 -0.9 0.1 0.0788
H 0.59158 3.66398 -0.68754 0.5 -0.1 1.5 0.0975
H -1.33324 5.62481 -0.11695 0.8 -0.2 1.8 0.1002
H -1.34440 6.18084 1.68371 0.8 -0.7 -1.3 0.1173
H -0.05304 7.85009 0.48396 0.7 -1.7 0.1 0.1294
H 1.21153 7.62318 -1.60036 -0.6 -1.3 0.7 0.0793
H 0.02345 6.13654 -1.68987 1.3 1.2 0.7 0.0736
H 1.77904 5.90540 -1.23578 -1.3 1.2 0.3 0.0699
H 2.06783 7.89520 1.62334 -0.6 -1.6 -0.3 0.0864
H 2.58043 6.26976 0.94667 -1.2 0.6 1.0 0.0714
H 1.48823 6.36951 2.47590 0.2 0.5 -1.4 0.0739
H -1.54510 0.01034 1.10024 -1.5 0.6 -0.6 0.1384
H -2.84840 -2.32897 1.18225 0.0 1.3 -0.3 -0.1073
H -1.73494 1.54114 -0.88836 -1.6 -1.0 0.0 0.1852
H -2.33541 -0.13999 -2.83087 0.5 -0.4 1.6 0.1558
H -2.73871 -1.39351 -1.55657 1.1 1.0 -0.1 0.1059
H -1.87445 -3.36004 -1.20429 1.6 0.3 1.1 0.1024
H -2.26284 -5.41112 -0.15103 1.5 -0.3 1.1 0.0762
H -0.73061 -6.41195 0.21112 -0.9 1.1 0.8 0.0908
H -1.78971 -5.64090 1.61169 0.8 -0.2 -1.3 0.0821
H 1.00910 -4.58728 2.17201 -0.3 1.3 -1.3 0.0785
H 2.33763 -2.28960 1.84602 -1.6 0.0 -1.4 0.1046
H 1.25346 0.80762 -0.49636 0.4 -1.3 1.0 0.1061
H 3.25686 -1.51597 -1.06177 -0.4 1.8 -0.3 0.0894
H 4.02076 0.11248 -0.73041 -1.7 -0.6 -0.7 0.0898
H 2.80294 -0.01408 -2.14611 0.3 -0.7 1.4 0.0834
H 3.55363 -0.28582 1.42930 -1.6 0.9 -0.1 0.0878
H 1.94287 0.10293 2.26734 0.8 0.6 -1.2 0.0776
H 2.93104 1.43225 1.31307 -0.7 -1.7 0.1 0.0808
H -3.89457 1.36669 -2.19213 0.0 0.2 0.4 0.1618
H -4.59930 0.39543 -1.03821 0.7 0.4 0.4 0.1783
H -5.96335 3.50570 -0.67275 0.4 -0.7 0.6 0.0504
H -6.13804 1.91942 -1.07945 0.4 0.4 0.5 0.1023
C -0.73519 -3.88117 5.87946 -0.7 0.5 0.2 -0.1301
C 0.33358 -4.44327 6.76676 0.2 0.2 0.9 -0.1268
O 0.80683 -5.56153 6.02837 -0.2 0.1 -0.7 0.0761
C 0.51675 -5.33075 4.72087 0.4 -0.7 -0.5 -0.5409
O 0.92536 -5.99590 3.81014 -0.3 0.6 0.7 0.1378
O -0.29576 -4.24807 4.57812 0.4 -0.4 0.0 0.0442
H -0.82448 -2.79751 5.96838 0.0 -0.1 -0.2 0.1357
H -1.71356 -4.33451 6.06306 0.1 0.0 0.0 0.1368
H 1.16124 -3.74471 6.91999 0.0 0.0 0.0 0.1378
H -0.05198 -4.75406 7.73868 0.1 -0.1 -0.1 0.1394
C 5.40116 -2.87305 -3.65836 -0.5 -0.5 0.1 -0.1379
C 6.35739 -2.79417 -4.80875 0.1 -0.4 -0.9 -0.1295
O 6.85772 -1.46510 -4.71750 -0.1 0.3 0.8 0.0740
C 6.70308 -1.06576 -3.42743 0.6 0.9 0.1 -0.5496
O 7.17021 -0.06236 -2.96889 -0.4 -0.8 -0.3 0.1486
O 5.94828 -1.95396 -2.72142 0.2 0.3 -0.1 0.0453
H 5.34459 -3.87553 -3.23050 0.1 0.2 0.1 0.1366
H 4.39252 -2.54418 -3.92868 0.0 0.0 0.0 0.1257
H 7.19232 -3.49427 -4.70806 0.0 0.1 0.1 0.1439
H 5.86706 -2.96289 -5.77161 0.5 0.4 0.5 0.0949
C 2.10581 -5.53294 -5.88229 -0.5 -0.6 0.3 -0.1294
C 1.70910 -4.14142 -6.27261 -0.8 0.3 0.0 -0.1295
O 2.95642 -3.46638 -6.36157 0.5 -0.3 0.0 0.0627
C 3.90779 -4.41195 -6.59154 0.8 0.0 -0.4 -0.5267
O 5.04502 -4.16931 -6.88363 -1.3 -0.6 -0.1 0.1406
O 3.40277 -5.66610 -6.44776 0.3 0.6 -0.1 0.0768
H 1.42807 -6.28813 -6.28269 0.2 0.0 0.0 0.1382
H 2.17815 -5.65953 -4.79807 0.0 0.0 -0.1 0.1358
H 1.21655 -4.10438 -7.24855 0.1 0.0 0.0 0.1377
H 1.06295 -3.66846 -5.53149 0.2 0.1 -0.1 0.1336
```
Forces are in eV/Å.

**Charge**: +1
**Molar mass**: 878.2 g/mol
**Orbital gap**: 7.7 eV

***

- Look up the molar mass of the second one.
  878.2 g/mol